{"formula": "C20H20F5N3O2", "method": "the ωB97M-V functional and the def2-TZVPD basis", "species": ["C", "H", "H", "N", "O", "C", "N", "C", "C", "C", "H", "C", "O", "C", "C", "C", "C", "F", "C", "C", "C", "H", "H", "H", "C", "H", "H", "N", "H", "H", "H", "H", "C", "H", "H", "C", "H", "H", "C", "F", "H", "H", "F", "C", "H", "C", "H", "F", "F", "C"], "positions_angstrom": [[-1.89822, -3.51018, -4.38995], [-3.65174, -3.03829, -3.34614], [-4.32266, -1.16473, -2.55545], [2.80934, 2.35169, 1.85236], [4.68554, 0.69264, 2.54976], [-2.58828, -2.89296, -3.29585], [0.10371, 0.28286, 2.06111], [1.39314, 0.61791, 0.39421], [1.31161, -0.44763, -1.86133], [5.29593, 1.61577, 3.51464], [-2.65259, -4.10484, -4.92797], [0.17032, -2.64439, -3.51834], [-2.65077, -1.62573, -1.50640], [-0.46485, -2.00282, -2.46355], [-0.86348, -0.38197, 2.96750], [-4.44764, -0.16333, -0.65911], [-3.62721, -0.67404, -1.93127], [-6.08277, 0.67838, -2.29247], [0.19746, -1.25526, -1.46372], [0.33551, -0.21334, 0.76996], [3.20055, 3.19521, 3.10383], [6.40150, 1.63121, 3.31887], [-0.64659, -1.36931, 3.01015], [2.78399, 1.09259, -1.21530], [-0.50990, -3.31503, -4.51916], [1.87879, -0.49118, -2.89875], [2.59286, 2.93830, 3.94983], [0.89656, 1.35143, 2.48690], [-0.79788, 0.09821, 3.97778], [3.65923, 0.82576, 2.38591], [1.24354, -2.66112, -3.56414], [3.41358, 2.53643, 1.10608], [-0.22485, -1.09478, -0.13180], [-3.12395, 0.15614, -2.29417], [4.91714, 3.68966, 4.46313], [1.67590, 1.57415, 1.55037], [0.00567, -3.66817, -5.37589], [-1.10210, -1.60333, 0.19500], [4.74245, 3.13350, 3.46964], [-4.86577, -1.34072, -0.10419], [-1.89201, -0.37502, 2.64225], [5.41529, 3.60059, 2.73174], [-3.57090, 0.44223, 0.24135], [1.91892, 0.50747, -0.93442], [3.10898, 4.22867, 2.83581], [-1.90190, -2.11417, -2.44199], [5.12182, 1.15578, 4.53874], [-5.20911, 2.21501, -1.12352], [-6.59119, 0.66086, -0.24120], [-5.59306, 0.87987, -1.06081]], "smiles": "Cn1nc(NCCCO)c2ccc(-c3ccccc3OCC(F)(F)C(F)(F)F)cc21", "multiplicity": 1, "e_homo_ev": -7.40, "homo_lumo_gap_ev": 7.765}



{"formula": "C5H10BrN", "method": "the ωB97M-V functional and the def2-TZVPD basis", "species": ["H", "H", "H", "C", "C", "H", "H", "N", "C", "C", "C", "H", "Br", "H", "H", "H", "H"], "positions_angstrom": [[-1.47265, -1.46593, -0.15965], [-0.12558, 2.73057, -0.40058], [-0.62743, -2.44528, -1.58252], [0.78818, -1.46227, -0.53614], [1.16371, -0.96039, 0.89060], [1.65454, -1.84173, -0.93743], [0.44878, -0.22976, 1.40185], [0.47771, 0.89856, -1.59981], [-0.59319, -2.15331, -0.52981], [-0.90420, 3.16897, 0.23223], [0.47900, -0.15121, -1.12025], [-0.74732, 3.84984, 0.99197], [-1.74659, 1.71176, 1.27314], [1.30507, -1.84561, 1.46415], [-1.70965, 3.61002, -0.34392], [-0.41588, -3.01323, 0.04000], [2.02551, -0.40100, 0.91618]], "multiplicity": 3, "de_lowest_kj_mol": 290.99, "e_homo_ev": [-5.04, -10.11], "homo_lumo_gap_ev": [5.918, 6.631]}



{"formula": "C41H35ClGaPSi", "method": "the ωB97M-V functional and the def2-TZVPD basis", "species": ["H", "C", "H", "H", "H", "C", "C", "C", "C", "C", "H", "C", "C", "C", "C", "C", "H", "C", "C", "H", "H", "C", "H", "C", "H", "C", "C", "H", "C", "H", "H", "C", "H", "H", "H", "C", "C", "H", "C", "C", "H", "C", "C", "C", "C", "C", "Si", "H", "C", "Ga", "H", "H", "C", "C", "H", "H", "H", "Cl", "H", "H", "C", "H", "C", "C", "C", "H", "H", "H", "C", "H", "C", "C", "H", "H", "P", "C", "C", "C", "H", "H"], "positions_angstrom": [[-3.45757, -3.74617, 1.11202], [2.27558, 3.56711, 1.65018], [1.64960, 1.24347, -4.08080], [3.72223, 4.36936, -0.77893], [-0.29184, 5.62616, 2.57186], [3.28723, 3.68723, -1.51082], [-6.99214, -1.36071, -0.78785], [-1.12596, -1.00912, 2.88462], [1.73313, 5.73607, 3.33191], [-0.01510, -0.20521, 3.19039], [-1.51586, 0.23599, -2.79367], [-6.47026, -2.65640, -0.74748], [-1.74549, -1.91175, -2.74776], [-6.15893, -0.27852, -1.10427], [-5.10321, -2.88019, -0.95815], [3.33531, 3.96090, -2.87533], [4.30210, 3.67938, 2.40344], [4.73536, 0.46059, 0.38412], [2.76062, 3.08588, -3.80368], [-2.40181, -5.61822, 2.35728], [-4.13265, 0.35118, -1.52733], [0.97230, 4.12149, 1.69976], [0.20691, 1.97245, 3.62494], [0.16481, -4.87750, 0.22730], [4.65412, 0.65448, -0.68507], [2.10693, 1.92591, -3.36250], [3.90696, 0.81051, 2.66374], [-1.91219, -4.06564, -3.00736], [3.02073, 5.18925, 3.27821], [4.87178, -0.34916, 4.19705], [3.19233, 1.27630, 3.34321], [-1.68453, -3.11004, -3.48581], [2.81271, 3.30308, -4.87253], [-8.04891, -1.18299, -0.57611], [-6.55932, 0.73363, -1.19558], [-4.24832, -1.78048, -1.11902], [-2.44605, -4.07492, 0.85648], [1.51324, 0.75037, -1.63780], [-1.79720, 1.23460, 3.00409], [0.71161, 5.19976, 2.53435], [3.81515, 5.60775, 3.89770], [-1.04811, -1.85335, -5.46474], [3.85979, 1.11089, 1.27949], [-1.31954, -3.07364, -4.83976], [-1.74206, -3.42293, -0.16504], [3.30169, 4.11212, 2.44205], [-2.40396, -1.90336, -1.00122], [0.18256, 3.67060, 1.09463], [-0.53253, -5.51692, 1.25851], [-1.96192, -0.14751, 0.70327], [-1.24767, -4.01158, -5.39335], [-0.77096, -1.83434, -6.51834], [4.84173, -0.10978, 3.13281], [-0.42962, 1.15516, 3.27481], [-1.18286, -2.10246, 2.88852], [-0.92238, 0.29562, -5.21691], [-4.70093, -3.89440, -0.95662], [-1.69746, 1.84825, -0.14906], [-0.06135, -6.32403, 1.82675], [1.18383, -5.18283, -0.02141], [2.65465, 2.51053, -1.07232], [0.99319, -0.54962, 3.42441], [5.67181, -0.44608, 0.87651], [-0.43543, -3.83752, -0.48670], [-1.84375, -5.12087, 1.56287], [3.82903, 4.86740, -3.22636], [1.52192, 6.57975, 3.99087], [6.46015, -1.45577, 2.62434], [-4.79137, -0.49489, -1.29588], [6.35499, -0.94169, 0.18831], [5.72679, -0.73505, 2.24797], [2.04167, 1.63587, -2.00451], [0.11493, -3.32766, -1.28027], [-2.43635, 2.11950, 3.08597], [2.51130, 2.10009, 0.66409], [-2.30070, -0.12106, 2.74631], [-1.12796, -0.65968, -4.73412], [-1.46707, -0.69138, -3.37881], [-7.12734, -3.50652, -0.55231], [-3.34207, -0.41675, 2.89041]], "multiplicity": 1, "e_homo_ev": -7.03, "homo_lumo_gap_ev": 7.224}



{"formula": "C41H50BN7O2S", "method": "the ωB97M-V functional and the def2-TZVPD basis", "species": ["C", "H", "H", "H", "H", "C", "H", "C", "H", "H", "C", "C", "H", "H", "H", "C", "H", "H", "C", "H", "C", "N", "H", "H", "C", "C", "S", "C", "H", "C", "H", "B", "H", "H", "H", "C", "H", "H", "C", "H", "C", "H", "H", "H", "O", "H", "O", "C", "C", "N", "H", "H", "H", "H", "C", "C", "H", "H", "C", "N", "C", "H", "C", "H", "C", "N", "C", "C", "N", "C", "C", "H", "H", "C", "C", "H", "H", "C", "H", "H", "N", "C", "H", "C", "H", "C", "H", "C", "H", "H", "C", "H", "C", "C", "C", "H", "H", "C", "H", "N", "C", "C"], "positions_angstrom": [[-2.29054, 10.96935, -1.54774], [2.50677, -6.25564, 0.21480], [-2.80366, -2.90619, 3.67318], [1.31543, 5.10766, 0.17103], [-1.75312, 10.00797, 1.64496], [3.98301, -2.67568, -0.20388], [5.11559, 1.35999, -1.01929], [0.20274, 3.96154, -3.27042], [0.72730, -5.64891, 5.61930], [-0.82696, 5.83941, -3.46522], [2.12191, -7.11125, -0.33064], [2.18990, -8.33728, -2.24980], [-3.41750, -5.11101, -2.33131], [4.34531, -4.89549, -1.01079], [-0.05295, -9.67563, -0.12245], [-2.05281, 11.09579, -0.18906], [-0.85336, -2.42093, -4.04759], [-3.15743, 4.63356, 2.02923], [-0.06724, -5.07548, 5.16121], [-2.59510, 9.54673, -3.13459], [-0.34181, -3.78604, 5.58655], [-2.29611, 8.57426, -1.35636], [0.23107, -3.32939, 6.38587], [-2.46331, -5.20939, 2.78263], [0.70163, -9.00910, -0.52132], [-4.59078, 5.95856, 2.93429], [3.96352, -3.41876, -3.17426], [-2.06438, 8.72088, -0.04630], [0.89520, -10.04419, -2.40022], [1.15761, -7.93451, 0.22586], [0.76974, -5.44457, -1.48579], [4.11209, -3.78598, -1.34388], [1.91216, -1.15179, -0.88635], [-0.11314, 6.61605, -1.20517], [3.73063, 0.86380, -2.02555], [-2.50782, 0.47427, 3.32022], [-1.97768, 7.79510, 0.51284], [3.42999, 2.05744, -0.75315], [0.99133, 3.19824, -2.42368], [4.63311, -3.03033, 0.62353], [4.03052, 1.16803, -0.99927], [0.99109, 1.93739, 3.48182], [3.62717, -5.84300, -3.45924], [-2.38582, 11.83998, -2.18245], [5.22101, -2.71892, -3.60621], [-4.18332, 5.87840, 3.93603], [2.77677, -2.58921, -3.53278], [-1.66062, 0.02837, 4.32280], [-1.84161, -4.83083, 3.58266], [-1.30476, -3.01953, 5.06539], [1.33332, 2.21176, -2.71895], [3.27037, -4.85676, -4.94455], [-1.99303, -0.71412, 5.03424], [4.99175, -5.19112, -4.45070], [-2.40520, 9.69475, -2.07736], [-4.02242, 5.26648, 1.87701], [-0.08361, 3.58560, -4.24347], [1.59667, -0.35195, 0.71111], [-0.06586, -4.96119, -1.97565], [1.38537, 3.59860, -1.21100], [-0.96320, -3.28306, -3.39929], [-6.16734, 6.35993, -0.49400], [-5.69631, 6.22688, 0.47054], [3.91668, 0.19262, 0.94890], [0.18766, 5.64738, -1.58164], [-2.21764, -3.71876, -3.23788], [3.96464, -5.00961, -4.10287], [-2.02993, 1.42449, 2.43196], [-0.79936, 1.94184, 2.48566], [-0.83636, -5.60615, 4.13795], [0.14224, -3.86413, -2.79689], [-3.51609, 0.09214, 3.22842], [-0.65447, -6.61135, 3.77760], [-6.18537, 6.87788, 1.59190], [-2.39094, -4.77877, -2.44215], [-4.17543, 4.87968, -0.22887], [5.52653, -1.15738, -0.23172], [-4.59110, 5.40572, 0.62192], [0.77303, -7.73905, 1.21774], [-7.04624, 7.53364, 1.52403], [-5.65560, 6.75775, 2.81379], [-0.20741, 5.21227, -2.83593], [-1.95833, 12.07484, 0.26423], [-1.93777, 9.94999, 0.58088], [4.59510, -1.12775, -1.72727], [3.66246, -0.06609, -0.09618], [1.14327, -3.46690, -2.96580], [0.98014, 4.80853, -0.81589], [0.31202, 0.22555, 5.16445], [-2.65317, 1.80080, 1.62750], [-0.37883, 0.54927, 4.39739], [-1.55731, -6.28530, -1.15545], [1.22610, -9.21748, -1.78676], [-0.00079, 1.49900, 3.46198], [-1.35718, -5.43126, -1.79043], [1.69128, 0.60375, -0.80054], [2.63140, -8.46212, -3.23261], [-2.03191, -3.55165, 4.07882], [2.95152, -2.68454, 0.19809], [2.64368, -7.29359, -1.54842], [4.50029, -1.26082, -0.63605], [2.11273, -0.25972, -0.25958]], "smiles": "CC(C)CCBS(C)(=O)=O.c1ccncc1.c1ccncc1.c1ccncc1.c1ccncc1.c1ccncc1.c1ccncc1.c1ccncc1", "multiplicity": 1, "e_homo_ev": -9.37, "homo_lumo_gap_ev": 8.663}



{"formula": "C23H29CoF7N2O2SSi", "method": "the ωB97M-V functional and the def2-TZVPD basis", "species": ["H", "C", "C", "F", "H", "H", "H", "Co", "H", "C", "H", "F", "C", "C", "H", "H", "C", "Si", "N", "C", "H", "S", "C", "C", "H", "H", "H", "N", "H", "C", "C", "H", "C", "H", "H", "H", "H", "H", "H", "O", "C", "C", "O", "H", "H", "C", "F", "C", "C", "C", "H", "H", "C", "F", "H", "H", "H", "F", "F", "H", "F", "C", "C", "C", "C", "H"], "positions_angstrom": [[0.74063, 2.96249, -2.41446], [-0.27394, 2.61916, -0.07578], [3.81277, -1.02444, -3.27040], [-2.63928, 2.47086, 3.36210], [-1.80610, 2.79913, -2.19356], [5.70345, 1.78349, -3.78534], [4.20063, 0.75633, -2.12274], [0.12453, -0.27704, 0.17072], [-2.61117, 0.26513, -0.68674], [-0.73379, -1.77509, -0.96391], [1.32170, -0.24369, 3.58274], [-3.43078, 1.38219, 5.61447], [-1.86350, -1.47935, 4.12802], [3.20291, -1.79872, 1.62574], [-2.87384, -1.13783, 6.00867], [-0.73835, 2.89118, 1.97808], [4.91160, -1.04298, -5.45469], [2.22966, -0.19386, 1.18894], [-1.04330, 0.87502, 1.45090], [-2.54287, -0.71981, 5.07130], [3.40920, 1.97398, 0.41951], [2.85222, -1.82074, -2.11817], [-1.56930, 0.43137, 2.59126], [5.24494, 0.82100, -3.97942], [-3.31555, 1.87351, -0.50767], [-0.53067, 3.63394, -0.42565], [0.56662, -0.01869, -3.04102], [-0.36472, 1.65070, -1.16721], [5.03182, -1.53795, -6.41656], [-2.75144, 0.60189, 4.74076], [-1.63086, 1.74597, -1.90846], [4.34338, 1.10610, 1.64014], [0.75908, 1.90658, -2.08929], [6.70204, -0.89722, -6.95383], [1.67722, 1.74670, -1.51962], [-1.49478, 1.17098, -2.82078], [0.09949, 1.33912, -4.09474], [2.87942, 0.59384, 3.53019], [1.40436, 1.42666, 3.01756], [7.03127, -0.00372, -7.09140], [0.79319, 1.00966, -3.31804], [5.56081, 0.18191, -5.19335], [6.95398, 1.92676, -6.02001], [1.79359, 1.02354, -3.74445], [3.98938, -1.57572, 2.35478], [3.71860, 0.97620, 0.75124], [-0.73914, -1.73764, 2.10061], [4.41279, 0.24692, -3.05334], [4.06633, -1.61536, -4.53996], [-1.41185, -0.94431, 2.95550], [0.76937, 2.62821, 0.25079], [-2.16192, 2.60512, 0.98899], [1.92660, 0.46371, 3.00569], [-1.63198, -2.77899, 4.39821], [4.34149, 0.53735, -0.03086], [-3.62113, 0.93581, -1.96965], [3.66613, -2.22365, 0.73337], [-0.79116, -1.79554, -2.34477], [-0.17385, -2.99510, -0.64786], [2.54200, -2.55614, 2.05675], [-2.08924, -1.96559, -0.62407], [6.53098, 0.79504, -6.08526], [-2.86948, 1.17802, -1.21627], [-2.31142, 1.16440, 3.56480], [-1.12690, 2.28797, 1.14791], [3.56244, -2.54709, -4.76284]], "multiplicity": 4, "de_lowest_kj_mol": 77.15, "total_charge": -2, "e_homo_ev": [-1.52, -1.61], "homo_lumo_gap_ev": [5.996, 6.088]}



{"formula": "C14H26AlCl3F3LiN2NaO13S3", "method": "the ωB97M-V functional and the def2-TZVPD basis", "species": ["O", "H", "N", "O", "O", "H", "C", "S", "C", "H", "H", "Cl", "N", "F", "H", "C", "H", "H", "H", "H", "Cl", "S", "F", "C", "C", "O", "O", "S", "H", "O", "H", "O", "O", "Cl", "O", "H", "H", "C", "H", "H", "C", "H", "H", "Na", "C", "H", "C", "C", "H", "H", "H", "H", "O", "Li", "H", "F", "O", "O", "O", "Al", "C", "H", "C", "H", "C", "C", "H"], "positions_angstrom": [[-2.99575, -2.20042, 0.70735], [-7.58758, -1.20251, 5.47720], [-0.75575, -2.17961, 0.69910], [2.68221, 0.12992, -0.07275], [8.15464, 3.27841, -6.92662], [-1.91593, -0.47116, 0.62400], [-0.84931, -3.58562, 0.74692], [6.31387, 2.58295, -3.52142], [3.65601, -0.52540, -2.39549], [-8.11656, -0.84695, 3.82193], [2.52493, -4.55555, -4.13292], [4.51497, -3.42100, -3.67095], [7.26098, 3.33619, -4.60930], [6.87397, 3.31819, -2.25574], [-3.98619, 0.76367, 4.68449], [-4.25400, 1.03469, 3.68912], [0.88792, 0.74912, -3.91651], [4.49260, -0.19067, -3.00760], [1.05932, 1.45017, -1.62789], [1.13406, -1.71341, 1.55065], [-5.38945, 2.85333, 2.14571], [3.29195, 0.76780, -1.23964], [7.37422, 1.29120, -5.98900], [0.54343, -1.48033, 0.66088], [1.98504, 1.53878, -2.19724], [-6.94685, 3.43846, 6.79277], [-5.14651, 2.97225, 4.66336], [7.07103, 2.82446, -6.07650], [0.13306, -4.06253, 0.75574], [4.95889, 2.95897, -3.59460], [1.10296, -1.78994, -0.21676], [-1.91996, 3.02965, 3.37748], [-5.23977, -2.14486, 4.61915], [2.59685, -4.57055, -1.77131], [5.78310, 2.87783, -6.63930], [0.39395, -0.40553, 0.60214], [3.92561, -1.42701, -1.85334], [3.31642, -4.67378, -3.40478], [2.54383, 1.20104, -4.26820], [3.78875, -5.64063, -3.50413], [-7.50364, -1.50518, 4.43414], [2.23344, 2.58695, -2.34086], [-5.02926, 0.18417, 3.14187], [8.98633, 4.64416, -5.83646], [-6.02932, -1.45804, 4.01350], [-6.34942, 3.13376, 6.06047], [-3.09983, 1.13027, 2.96821], [1.89382, 0.74880, -3.51885], [-7.40704, 4.26104, 6.54774], [-6.45709, 3.53901, 7.62813], [1.61463, -1.20204, -2.62478], [-1.42737, -3.93001, -0.15869], [6.64910, 1.22671, -3.32083], [-0.37298, -0.03210, 3.46156], [-3.35575, 1.55012, 2.01095], [0.49785, -1.15587, -4.88920], [4.40365, 1.66765, -1.11163], [-5.72975, -0.65437, 3.01487], [-1.27737, 1.19001, 4.43577], [-2.24024, -5.54378, 0.67862], [2.36328, -0.67532, -3.21934], [2.53603, -1.24078, -4.12059], [-1.98819, 1.86061, 3.65242], [-1.41081, -3.86489, 1.67315], [-1.96233, -1.57014, 0.67572], [-4.92162, 2.32076, 3.68014], [-7.87708, -2.52112, 4.33795]], "multiplicity": 1, "total_charge": 1, "e_homo_ev": -7.37, "homo_lumo_gap_ev": 2.424}



Q: Which formula does entry 4 have?
A: C41H50BN7O2S